[1]
11
Properties=species:S:1:pos:R:3:forces:R:3 method="wB97M-V/def2-TZVPD" e_homo_ev="-8.38 / -8.38" total_energy_ha=-372.60799 total_charge=0 gap_ev="7.586 / 7.589" multiplicity=1
C 0.49201 0.59804 -0.03940 0.35 0.47 -0.79
C -0.10282 -0.84188 -0.00480 3.70 1.81 -0.33
N 1.92392 0.28190 0.21148 -2.14 -0.22 0.61
N 1.10889 -1.66557 -0.07947 -1.04 -2.47 -0.63
N 2.11589 -0.99122 0.06615 0.58 0.68 -0.12
N 4.26098 -0.06516 0.01607 -0.53 1.75 -0.25
O 3.55820 0.80903 -0.11660 3.13 -0.76 -0.34
H 0.28351 1.15298 -1.07963 0.42 -1.03 2.46
H 0.26174 1.13613 0.86581 -0.80 0.87 -0.36
H -0.60096 -1.22346 0.80051 -1.68 -0.13 2.47
H -0.64665 -0.93982 -0.84767 -1.99 -0.96 -2.72

[2]
47
Properties=species:S:1:pos:R:3:forces:R:3 method="wB97M-V/def2-TZVPD" e_homo_ev="-15.04 / -15.74" total_energy_ha=-3100.07159 total_charge=+2 gap_ev="7.770 / 5.557" multiplicity=5
C -2.56793 -2.69468 0.08924 0.37 -1.06 -1.07
C -2.46227 -1.48648 0.95024 -4.48 0.04 3.97
H -3.46394 -3.21818 0.46021 0.37 0.12 -0.24
H -1.69545 -3.36505 0.16231 -0.32 0.39 0.06
H -2.69541 -2.47035 -0.98174 0.07 0.06 0.46
O -3.28665 -1.28931 1.81882 2.73 -0.17 -2.50
I 0.68921 -1.84092 -2.09709 -0.20 -0.50 -0.20
Co -0.34796 -0.68345 -0.27178 1.43 -0.42 -0.89
P -1.47574 0.68175 -1.51642 -1.22 2.13 -1.83
C -2.03563 2.25814 -0.80572 0.02 -0.23 0.45
C -0.71607 1.31173 -3.06422 0.31 -0.33 0.11
H -1.40841 2.02394 -3.53912 0.16 -0.28 0.22
H -3.62369 0.63468 -2.59609 0.06 -0.07 0.00
H -0.50943 0.48214 -3.75216 -0.07 0.22 0.09
H -2.73304 -0.89713 -2.83184 -0.06 0.07 0.03
H -1.15607 2.85451 -0.54159 -0.20 -0.02 -0.06
H 0.22602 1.82351 -2.83305 -0.24 -0.08 -0.09
C -2.98984 -0.11315 -2.11397 -0.08 -0.18 0.11
H -2.64000 2.79562 -1.54500 0.12 -0.15 0.15
H -3.53903 -0.56207 -1.28465 -0.15 0.17 -0.15
H -2.61989 2.07300 0.10163 -0.01 0.25 -0.21
P 0.95142 -1.53434 1.24766 2.11 -1.09 2.01
C 1.14818 -0.66624 2.83989 -0.52 0.26 -0.14
C 0.42650 -3.20333 1.71895 -0.19 -0.06 -0.03
H 2.82046 -2.43741 -0.03401 0.08 0.11 0.25
H 3.24249 -2.20216 1.69908 -0.29 0.14 -0.26
H 3.17541 -0.79999 0.58066 -0.10 -0.25 0.08
C 2.72290 -1.76825 0.82994 -0.13 0.09 -0.43
H 0.59144 -3.88591 0.88212 0.00 -0.01 0.07
H 1.00412 -3.53700 2.58437 -0.03 0.02 -0.10
H 1.76359 -1.27568 3.51337 -0.17 0.09 -0.23
H 0.16715 -0.47850 3.29020 0.31 -0.05 0.13
H -0.63346 -3.21450 1.97667 0.13 -0.08 0.18
H 1.64085 0.29534 2.65802 -0.07 -0.21 0.10
C -1.26145 0.01738 1.11018 -1.14 2.78 3.04
O -1.55112 0.78556 1.96715 0.77 -2.76 -2.79
C 3.06030 3.18328 0.06039 -0.31 -0.37 -0.07
C 3.17896 2.25046 -0.97724 -0.20 -0.26 0.50
C 2.21676 1.22804 -1.10495 0.40 0.06 -0.97
C 1.16794 1.12253 -0.21239 1.54 1.40 0.05
C 1.03787 2.06160 0.78838 -0.96 0.64 0.70
C 1.97922 3.08820 0.94209 0.40 -0.16 0.08
H 3.80278 3.97136 0.17376 -0.27 -0.07 -0.10
H 4.01863 2.32535 -1.67159 -0.32 -0.23 0.16
H 2.31503 0.50928 -1.90902 0.12 0.21 -0.15
H 0.20253 2.02983 1.48610 0.21 0.25 -0.20
H 1.86269 3.81687 1.75221 0.00 -0.40 -0.29

[3]
10
Properties=species:S:1:pos:R:3:forces:R:3 method="wB97M-V/def2-TZVPD" e_homo_ev="-3.57 / -3.94" total_energy_ha=-1546.94482 total_charge=-1 gap_ev="6.143 / 7.035" multiplicity=1
C 1.51389 0.21221 0.66987 -1.21 -1.42 -2.49
C -1.39392 -0.60519 -0.31501 -0.18 0.54 -0.43
O -3.39505 0.35546 1.11840 -0.41 -0.31 0.17
O -1.97969 1.96340 -0.09008 -0.29 -0.61 -0.39
S -2.72772 0.67406 -0.14694 1.24 0.82 0.18
Cl 2.01386 1.34441 -0.52906 0.73 1.01 -0.25
Cl -2.02096 -2.19126 -0.24978 -0.59 -1.46 0.54
H 2.16076 -0.70905 0.40305 -1.34 1.11 1.26
H 0.35043 0.21137 0.44684 1.87 -0.66 1.67
H -0.81864 -0.65869 -1.23264 0.18 0.96 -0.27

[4]
13
Properties=species:S:1:pos:R:3:forces:R:3 method="wB97M-V/def2-TZVPD" e_homo_ev=-14.54 total_energy_ha=-625.86433 total_charge=+1 gap_ev=9.399 multiplicity=1
C 0.90269 -1.72915 0.68805 -0.77 -0.45 1.90
C 1.13728 0.31150 -0.36198 -0.61 -0.23 0.22
C -1.79466 1.74919 -0.89859 -0.86 -0.80 0.75
N 1.95496 -1.21348 1.33217 -1.15 -2.49 -0.25
N 0.37620 -0.85364 -0.15110 -0.11 1.10 -1.96
S 2.37282 0.28588 0.73845 -0.23 0.58 -0.88
H 0.35999 -2.68201 0.96990 1.14 1.11 -0.39
H -2.52434 2.11807 -0.12380 1.04 -0.57 -0.49
H -1.52847 2.59646 -1.51269 0.09 -0.08 -0.40
H -2.29576 0.93156 -1.44908 -0.06 0.72 -0.21
H -0.88237 1.26005 -0.51621 -0.53 0.92 0.30
H 2.43946 -1.78299 2.01152 0.27 0.13 0.25
H -0.51780 -0.99143 -0.72662 1.78 0.06 1.15

[5]
54
Properties=species:S:1:pos:R:3:forces:R:3 method="wB97M-V/def2-TZVPD" e_homo_ev=-15.96 total_energy_ha=-1884.93509 total_charge=+3 gap_ev=5.500 multiplicity=1
Rh -1.63819 -0.17677 0.27601 0.07 -0.10 0.24
C -2.50854 -1.96993 4.07172 0.00 0.07 0.00
C -2.12966 -1.66920 2.66385 0.02 -0.14 -0.04
N -1.96031 -0.46819 2.22490 -0.07 0.10 -0.24
N -2.11012 0.64207 3.01942 0.02 -0.07 -0.03
C -2.14575 1.85907 2.43379 0.02 0.14 0.11
N -2.32093 2.91462 3.19924 -0.01 -0.03 -0.05
S -1.97308 2.05862 0.72653 0.02 -0.14 0.06
C -1.91760 -2.71754 1.62933 0.00 0.08 0.07
C -1.93221 -4.06795 1.90456 -0.01 0.05 -0.06
C -1.70757 -4.97235 0.86313 -0.01 0.01 -0.01
C -1.48232 -4.49376 -0.41004 0.00 -0.02 0.00
C -1.47099 -3.11725 -0.62118 -0.03 0.01 0.02
N -1.68066 -2.25817 0.36887 0.11 0.00 0.00
H -3.37136 -1.36630 4.36567 0.01 0.00 0.02
H -1.67907 -1.75329 4.75146 0.01 0.00 0.00
H -2.78468 -3.00902 4.20686 0.00 -0.01 0.01
H -2.20904 0.51632 4.01918 0.01 0.01 0.00
H -2.46652 2.86235 4.19815 -0.01 0.00 0.00
H -2.34460 3.83629 2.78491 0.01 0.00 0.00
H -2.11134 -4.43337 2.90427 0.00 -0.01 0.01
H -1.71351 -6.03580 1.06179 0.00 0.00 -0.01
H -1.30866 -5.16221 -1.24157 0.00 0.00 0.00
H -1.28783 -2.68794 -1.59719 0.01 -0.01 0.00
N 7.76798 4.33338 -1.26955 0.01 0.02 -0.01
C 6.85796 3.68721 -1.00350 0.01 -0.01 0.01
C 5.71810 2.87902 -0.67002 -0.02 0.00 0.00
C 4.43352 3.38155 -0.86147 0.00 0.01 0.00
C 3.33191 2.60907 -0.54330 0.05 -0.02 0.03
C 3.52252 1.33242 -0.03401 -0.03 -0.03 0.01
C 4.79488 0.82002 0.16259 -0.01 0.05 -0.04
C 5.89472 1.59848 -0.15715 0.00 -0.02 0.01
N 2.37059 0.51506 0.29959 0.02 0.06 -0.02
C 2.39684 -0.72855 0.88809 0.01 -0.01 0.06
C 1.11365 -1.13745 1.02895 -0.06 0.05 0.05
N 0.30215 -0.13816 0.53017 0.06 0.02 -0.09
C 1.09299 0.84115 0.09241 -0.05 -0.07 -0.02
H 4.30155 4.37879 -1.25695 0.00 0.00 0.00
H 2.34800 3.02878 -0.69504 -0.01 0.01 0.01
H 4.96232 -0.17206 0.55355 0.00 -0.01 -0.01
H 6.89243 1.20962 -0.00951 0.00 0.00 0.00
H 3.30630 -1.22461 1.16958 0.00 0.00 0.01
H 0.74227 -2.05143 1.45393 -0.01 -0.01 -0.03
H 0.75420 1.74920 -0.36796 0.00 -0.01 -0.02
N -1.95273 1.22105 -6.18887 0.01 -0.02 0.03
C -2.41183 0.94916 -4.97866 -0.14 0.02 -0.02
N -3.72396 0.95725 -4.74824 0.02 0.00 0.04
N -1.50131 0.67960 -4.03866 0.24 0.05 -0.15
C -1.59085 0.36044 -2.82803 0.08 -0.12 0.13
N -1.47646 0.01561 -1.71212 -0.30 0.12 -0.04
H -2.55908 1.45020 -6.95962 0.00 -0.01 -0.01
H -0.95962 1.18649 -6.35319 0.00 0.02 0.00
H -4.38861 1.16278 -5.47719 0.00 0.00 0.00
H -4.08587 0.77560 -3.82949 -0.01 0.00 -0.01

[6]
16
Properties=species:S:1:pos:R:3:forces:R:3 method="wB97M-V/def2-TZVPD" e_homo_ev=-9.41 smiles="CC[C@@]1(C)NC1=O" total_energy_ha=-325.82710 total_charge=0 gap_ev=10.339 multiplicity=1
C 0.84457 -0.88020 1.21360 0.26 -0.17 0.29
C 1.09737 0.42099 0.39969 -0.06 -0.28 -0.06
C -0.14194 0.39869 -0.43802 -0.12 0.08 -0.09
C -1.37885 0.91126 0.29062 -0.10 0.16 -0.29
N 0.27922 0.24300 -2.07232 -0.18 -0.15 0.06
C -0.28634 -0.72009 -1.34771 -0.19 -0.40 0.03
O -0.81863 -1.80388 -1.43315 0.19 0.15 -0.18
H 0.05258 -1.48268 0.74354 0.32 0.16 0.32
H 0.52459 -0.69690 2.24002 0.29 0.02 0.02
H 1.73216 -1.50607 1.17789 0.11 -0.03 0.38
H 1.19103 1.32670 1.01886 -0.15 -0.33 -0.17
H 1.98596 0.35286 -0.23234 -0.15 -0.16 0.15
H -1.11923 1.23082 1.31107 0.11 -0.03 -0.44
H -2.12248 0.11193 0.39309 0.11 0.16 -0.25
H -1.82843 1.75941 -0.21727 -0.13 0.07 -0.07
H -0.01158 0.33416 -3.04758 -0.30 0.74 0.28

Relative energy (zero: lowest compared OMol25 entry of this formula, charge and spin)
In order: 7.955 0.752 4.190 2.935 0.000 3.006
Unit: eV